No. 1
Computed, not measured: C15H23NO3 in the gas phase, with wB97M-V/def2-TZVPD.

Computed properties:
Total charge = 0
HOMO energy = -8.054 eV
SMILES = COc1ccc(CNC2CCCC2)c(OC)c1OC
Energy relative to the best compared isomer or geometry (same formula, charge and spin) = 83.10 kcal per mole
Orbital gap = 8.934 eV

Element x y z (Å)
C 4.53 2.91 0.13
O 4.32 1.52 0.13
C 3.03 1.06 0.09
C 1.91 1.87 0.00
C 0.65 1.30 -0.01
C 0.48 -0.06 0.10
C -0.90 -0.68 0.11
N -1.92 0.29 0.45
C -3.27 -0.26 0.42
C -4.26 0.69 1.10
C -5.58 0.41 0.38
C -5.14 0.30 -1.08
C -3.78 -0.42 -1.02
C 1.60 -0.90 0.18
O 1.30 -2.23 0.26
C 2.29 -3.21 0.46
C 2.88 -0.34 0.17
O 4.01 -1.14 0.28
C 4.86 -1.15 -0.85
H 4.04 3.39 0.98
H 5.60 3.04 0.20
H 4.17 3.37 -0.80
H 2.01 2.94 -0.08
H -0.22 1.93 -0.09
H -1.12 -1.08 -0.89
H -0.89 -1.54 0.80
H -1.73 0.66 1.37
H -3.30 -1.25 0.93
H -4.33 0.53 2.17
H -3.94 1.71 0.92
H -6.31 1.20 0.53
H -6.00 -0.53 0.72
H -5.02 1.30 -1.50
H -5.86 -0.24 -1.69
H -3.89 -1.47 -1.28
H -3.07 0.04 -1.71
H 1.74 -4.14 0.63
H 2.92 -2.99 1.33
H 2.92 -3.33 -0.42
H 4.32 -1.47 -1.75
H 5.30 -0.17 -1.03
H 5.65 -1.87 -0.63

No. 2
Computed, not measured: a molecular structure, C15H23OPd, with wB97M-V/def2-TZVPD.

Computed properties:
Spin multiplicity = 5
Total charge = +1
HOMO energy (alpha / beta) = -9.703 / -11.839 eV
Energy relative to the best compared isomer or geometry (same formula, charge and spin) = 1.93 kcal per mole
Orbital gap (alpha / beta) = 7.481 / 6.107 eV
<S²> = 6.025

Element x y z (Å)
C -0.28 0.33 -2.74
C 0.30 1.69 -2.70
C 0.55 -0.76 -3.28
C -1.74 0.19 -2.72
H 0.53 -0.70 -4.39
H 0.17 -1.76 -3.02
H 1.60 -0.69 -2.98
H 0.25 2.12 -3.72
H 1.35 1.71 -2.40
H -0.27 2.37 -2.05
H -2.12 0.36 -3.74
H -2.23 0.92 -2.07
H -2.07 -0.82 -2.43
C 2.06 -0.59 2.50
C 2.32 -1.31 1.30
C 2.23 -0.41 0.18
H 2.63 -2.36 1.24
C 1.94 0.91 0.72
C 1.81 0.77 2.16
H 1.68 1.59 2.87
H 2.10 -1.00 3.51
H 2.32 -0.65 -0.88
H 1.86 1.84 0.16
C -1.78 -1.26 1.97
C -0.80 -2.21 2.33
C -0.23 -2.75 1.15
H -0.55 -2.51 3.34
C -0.86 -2.13 0.00
C -1.86 -1.21 0.53
H -2.56 -0.64 -0.06
H -2.45 -0.74 2.66
H 0.50 -3.56 1.09
H -0.64 -2.30 -1.04
Pd 0.08 -0.27 0.68
C -0.72 2.93 2.00
O -1.25 1.65 1.61
H -0.15 2.81 2.93
H -1.53 3.68 2.12
H -0.03 3.23 1.20
H -2.15 1.55 1.98

No. 3
Computed, not measured: a molecular structure, C15H24BF2IN2NaO5, with wB97M-V/def2-TZVPD.

Computed properties:
Total charge = +1
HOMO energy = -9.599 eV
Orbital gap = 3.768 eV

Element x y z (Å)
C -1.68 0.09 0.95
C -0.90 1.22 1.64
N -0.70 2.40 0.74
C -0.89 3.72 1.43
C 0.30 4.07 2.31
O 1.53 3.96 1.64
C 1.45 3.66 0.26
C 0.65 2.39 -0.06
C 1.39 1.05 -0.10
C 2.57 0.73 0.83
C 2.52 1.15 2.31
I 4.43 1.35 -0.06
H -1.77 0.25 -0.13
H -2.69 -0.05 1.36
H -1.13 -0.84 1.08
H -1.50 1.53 2.50
H 0.04 0.83 2.00
H -1.45 2.35 0.06
H -1.02 4.46 0.64
H -1.83 3.71 1.99
H 0.32 3.40 3.18
H 0.16 5.08 2.69
H 1.01 4.51 -0.27
H 2.46 3.54 -0.12
H 0.33 2.56 -1.09
H 1.78 0.98 -1.12
H 0.70 0.20 -0.05
H 2.66 -0.35 0.79
H 2.56 0.26 2.95
H 1.63 1.72 2.58
H 3.37 1.77 2.60
B 1.39 -4.39 -0.65
O 1.63 -3.19 -1.56
C 1.38 -2.10 -0.91
O 1.46 -0.96 -1.33
C 0.93 -2.46 0.52
O 0.60 -1.61 1.34
O 0.93 -3.73 0.66
F 2.53 -5.09 -0.44
F 0.37 -5.15 -1.16
N -1.70 -3.19 -2.64
C -1.52 -3.81 -3.84
C -2.75 -3.88 -4.45
C -3.70 -3.29 -3.58
C -3.02 -2.87 -2.47
H -0.97 -3.01 -1.97
H -0.55 -4.14 -4.15
H -2.94 -4.32 -5.42
H -4.76 -3.18 -3.76
H -3.37 -2.38 -1.58
Na -2.24 1.08 3.84

Which of these has the lowest total charge?
C15H23NO3